The ion C6H11N2O with charge +1 in a non-equilibrium geometry, computed with the ωB97M-V functional and the def2-TZVPD basis.

Total energy   -11416.363 eV
Net charge   +1
SMILES   CC(C)=[N+]=C/C=C\ON
Gap between HOMO and LUMO   8.265 eV
HOMO   -12.95 eV

CARTESIAN COORDINATES (ANGSTROEM)
C 1.877 0.065 1.837
C 1.111 -0.129 0.405
C 1.892 -0.113 -0.897
N -0.137 -0.441 0.300
C -1.123 -1.242 0.578
C -2.457 -0.817 0.192
C -2.678 0.308 -0.560
O -2.054 1.196 -1.240
N -0.662 1.289 -1.443
H 3.000 0.364 1.624
H 1.915 -0.891 2.455
H 1.464 0.710 2.555
H 2.346 0.810 -1.095
H 1.146 -0.474 -1.680
H 2.650 -0.890 -0.839
H -0.889 -2.299 0.820
H -3.198 -1.495 0.490
H -3.698 0.626 -0.405
H -0.425 1.590 -2.349
H -0.080 1.831 -0.747

=====

The ion C6H11N2O2 with charge +1 in a non-equilibrium geometry, computed with the ωB97M-V functional and the def2-TZVPD basis.

Total energy   -13465.345 eV
Net charge   +1
Gap between HOMO and LUMO   10.562 eV
HOMO   -13.78 eV

CARTESIAN COORDINATES (ANGSTROEM)
C -1.352 -0.267 0.780
C 0.619 1.409 -1.864
C -0.484 -1.241 0.117
C 0.901 -0.620 -0.001
C -0.409 1.959 0.330
C -0.143 -2.471 0.998
N -1.327 0.977 0.815
N 0.379 1.248 -0.694
O 1.630 -1.221 -0.895
O -1.018 2.994 -0.329
H -2.071 -0.704 1.333
H 0.371 2.422 -2.386
H 1.089 0.570 -2.453
H -0.714 -1.551 -0.968
H 1.363 -0.234 0.980
H 0.248 2.396 1.174
H -0.990 -2.695 1.580
H 0.624 -2.056 1.668
H 0.212 -3.195 0.418
H 2.591 -1.194 -1.019
H -1.519 3.472 0.416

=====

The ion C6H11N2S with charge +1 in a non-equilibrium geometry, computed with the ωB97M-V functional and the def2-TZVPD basis.

Total energy   -20206.683 eV
Net charge   +1
Gap between HOMO and LUMO   8.886 eV
HOMO   -13.87 eV

CARTESIAN COORDINATES (ANGSTROEM)
C -1.083 0.146 -1.347
C 0.358 -0.410 -1.295
C -1.427 1.243 -0.178
C 1.954 -0.625 0.767
C -0.105 0.579 1.860
C 0.719 -1.057 -0.030
N -0.014 -1.852 0.620
N -0.309 1.181 0.735
S 1.343 -0.075 2.393
H -0.968 0.677 -2.269
H -1.834 -0.813 -1.190
H 0.371 -1.096 -2.180
H 1.131 0.313 -1.654
H -1.515 2.243 -0.550
H -2.305 1.050 0.366
H 2.505 -1.604 0.818
H 2.498 0.073 0.213
H -0.960 0.573 2.455
H -0.855 -2.223 0.097
H 0.495 1.678 0.368

=====

- The highest HOMO belongs to which entry?
  C6H11N2O

=====

- The lowest total energy belongs to which entry?
  C6H11N2S

=====

- Which of these has the highest gap between HOMO and LUMO?
  C6H11N2O2